i) DFT (the ωB97M-V functional and the def2-TZVPD basis) results for a structure of composition C3H6O3.

Summary:
LUMO: 0.918 eV
HOMO: -9.58 eV
HOMO-LUMO gap: 10.50 eV

Atoms and positions in Å:
C1 -1.17842 -0.24046 -1.85111
C2 0.83837 -0.10434 1.27787
C3 0.50875 0.45152 2.43447
O1 0.37085 -0.36818 -0.94465
O2 0.66136 0.58921 0.10335
O3 -0.48306 -0.06002 -2.92682
H1 0.47611 0.02498 -2.09480
H2 -1.67499 -1.20312 -1.68291
H3 -1.61428 0.61115 -1.31367
H4 1.30951 -1.07284 1.15889
H5 0.75791 -0.04739 3.35993
H6 0.02789 1.41950 2.47944



ii) DFT (the ωB97M-V functional and the def2-TZVPD basis) results for a structure of composition C3H6O3.

Summary:
LUMO: -0.015 eV
HOMO: -8.86 eV
HOMO-LUMO gap: 8.85 eV

Atoms and positions in Å:
O1 0.16880 1.50753 -1.35610
C1 -0.46400 1.12658 -0.21169
C2 -0.99897 -0.29419 -0.14453
O2 -0.26871 -1.05874 -0.99986
C3 0.03203 0.10461 0.86400
O3 1.27805 -1.18614 0.86933
H1 0.30013 0.64647 -1.81205
H2 -0.97870 1.98043 0.25220
H3 -2.07157 -0.51072 0.02684
H4 0.79644 -1.57914 0.02617
H5 0.03213 0.21350 1.93342
H6 2.17436 -0.95020 0.55227



iii) DFT (the ωB97M-V functional and the def2-TZVPD basis) results for a cluster of 2 separate species, C3H6O3 in total.

Summary:
SMILES: CC(=O)O.C=O
LUMO: 0.413 eV
HOMO: -10.34 eV
HOMO-LUMO gap: 10.75 eV

Atoms and positions in Å:
C1 2.37060 0.40251 -0.51723
C2 -1.41606 -0.02301 -0.17166
C3 -0.98366 -0.85187 0.94190
O1 -1.17777 1.27641 0.11461
O2 3.56515 0.31246 -0.53389
O3 -1.97788 -0.30928 -1.22136
H1 1.72444 1.34254 -0.72461
H2 -1.54786 -0.88722 1.89925
H3 0.00524 -0.45450 1.10584
H4 -0.93145 -1.86342 0.53390
H5 -1.32889 1.66994 -0.77894
H6 1.69814 -0.61458 -0.64783



iv) DFT (the ωB97M-V functional and the def2-TZVPD basis) results for a cluster of 2 separate species, C3H6O3 in total.

Summary:
LUMO (alpha / beta): -3.116 / -3.605 eV
HOMO (alpha / beta): -9.26 / -8.91 eV
HOMO-LUMO gap (alpha / beta): 6.15 / 5.30 eV

Atoms and positions in Å:
O1 0.39160 -1.04869 -1.35242
C1 1.05094 -0.53829 -0.26049
C2 0.34664 -0.66263 0.99198
O2 -0.26576 2.05066 0.07424
C3 -1.24381 1.32954 -0.16200
O3 -1.74179 0.87347 -1.20930
H1 -0.46045 -0.55793 -1.45085
H2 1.48688 0.46508 -0.37762
H3 1.93254 -1.19434 -0.01534
H4 0.75293 -0.26749 1.92147
H5 -0.46336 -1.38828 1.05111
H6 -1.78636 0.93889 0.78922



Most stable structure - iii); separation to the second - 75.3 kcal/mol.



i) DFT (the ωB97M-V functional and the def2-TZVPD basis) results for the molecule C3H6O3.

Summary:
SMILES: O=C(O)CCO
LUMO: 0.711 eV
HOMO: -10.49 eV
HOMO-LUMO gap: 11.20 eV

Atoms and positions in Å:
O1 1.14724 2.13391 -0.30901
C1 0.47311 1.18610 -0.62030
O2 -0.48224 1.28589 -1.57634
C2 0.59684 -0.23384 -0.12443
C3 -0.49306 -0.58279 0.88031
O3 -0.91202 -1.95449 0.79290
H1 -0.64460 2.22979 -1.70226
H2 1.58365 -0.39188 0.28650
H3 0.41711 -0.77034 -1.04103
H4 -1.41729 -0.03242 0.69881
H5 -0.15938 -0.37768 1.89411
H6 -0.10937 -2.49227 0.82072



ii) DFT (the ωB97M-V functional and the def2-TZVPD basis) results for the molecule C3H6O3.

Summary:
SMILES: O=C(CO)CO
LUMO: 0.641 eV
HOMO: -10.51 eV
HOMO-LUMO gap: 11.16 eV

Atoms and positions in Å:
O1 -0.13049 -0.99472 2.21566
C1 0.56601 -0.55075 1.12255
C2 -0.28956 -0.20599 -0.03739
O2 -1.49309 -0.39207 0.02343
C3 0.37664 0.35673 -1.25515
O3 -0.40289 0.40550 -2.37616
H1 -1.06442 -0.88687 1.96487
H2 1.40148 -1.21497 0.90090
H3 1.29631 0.46672 1.04200
H4 1.44044 -0.24642 -1.17633
H5 0.85229 1.32630 -1.10678
H6 -1.18366 -0.11200 -2.14268



Most stable structure - i); separation to the second - 40.2 kcal/mol.



i) DFT (the ωB97M-V functional and the def2-TZVPD basis) results for the molecule C3H6O3.

Summary:
SMILES: O=COCCO
LUMO: 0.870 eV
HOMO: -10.41 eV
HOMO-LUMO gap: 11.28 eV

Atoms and positions in Å:
O1 1.63411 -0.64339 -0.18796
C1 1.13159 0.66642 -0.26856
C2 -0.26029 0.83488 0.30970
O2 -1.23651 0.12619 -0.47856
C3 -1.40201 -1.15966 -0.18661
O3 -0.82870 -1.76751 0.68586
H1 1.09560 -1.14846 0.43768
H2 1.10739 0.95105 -1.32832
H3 1.79674 1.37335 0.25191
H4 -0.56880 1.88030 0.26990
H5 -0.31300 0.48638 1.34640
H6 -2.15612 -1.59954 -0.85143



ii) DFT (the ωB97M-V functional and the def2-TZVPD basis) results for the molecule C3H6O3.

Summary:
SMILES: C=C(O)C(O)O
LUMO: 0.596 eV
HOMO: -9.70 eV
HOMO-LUMO gap: 10.29 eV

Atoms and positions in Å:
C1 0.24230 0.10323 0.75413
C2 -0.06847 -0.16442 -0.68666
C3 -1.19246 -0.61103 -1.22125
O1 1.11827 1.21627 0.85249
O2 -0.91492 0.24782 1.50528
O3 1.19752 -0.67395 -1.12677
H1 0.61709 2.01138 0.61844
H2 -0.68409 0.25863 2.44115
H3 1.89130 -0.02852 -0.90918
H4 1.11648 -0.81421 0.65493
H5 -2.10482 -0.55241 -0.65568
H6 -1.21820 -0.99280 -2.22688



iii) DFT (the ωB97M-V functional and the def2-TZVPD basis) results for the molecule C3H6O3.

Summary:
SMILES: O=C[C@H](O)CO
LUMO: 0.668 eV
HOMO: -10.45 eV
HOMO-LUMO gap: 11.12 eV

Atoms and positions in Å:
O1 -1.44243 0.79011 -0.33293
C1 -1.13101 -0.44904 0.25906
C2 0.36616 -0.55830 -0.02185
O2 0.54271 -0.29319 -1.41357
C3 1.01631 0.58482 0.75831
O3 1.98229 1.16012 0.31847
H1 -0.89606 0.72761 -1.15008
H2 -1.71731 -1.28015 -0.15776
H3 -1.34713 -0.41985 1.33901
H4 0.83682 -1.52411 0.19308
H5 1.26246 0.35702 -1.49255
H6 0.52720 0.90497 1.70081



iv) DFT (the ωB97M-V functional and the def2-TZVPD basis) results for a structure of composition C3H6O3.

Summary:
LUMO: 0.009 eV
HOMO: -8.54 eV
HOMO-LUMO gap: 8.55 eV

Atoms and positions in Å:
C1 0.81564 -0.13615 -0.48928
C2 -0.25780 -0.90925 0.23357
C3 -0.34246 0.52117 0.59194
H1 2.78701 0.41974 -0.12263
H2 0.80914 0.23974 -1.65014
H3 0.31477 -1.53397 1.06714
H4 -1.96003 -0.66910 -0.55027
H5 -0.10953 0.92097 1.64570
H6 -1.24564 2.11109 -0.35262
O1 2.08616 -0.37512 -0.00777
O2 -1.51480 -1.42799 -0.14231
O3 -1.38246 0.83886 -0.22334



Most stable structure - i); separation to the second - 16.1 kcal/mol.



i) DFT (the ωB97M-V functional and the def2-TZVPD basis) results for a cluster of 2 separate species, C5H13N2S in total.

Summary:
Net charge: -1
LUMO: 3.767 eV
HOMO: -2.81 eV
HOMO-LUMO gap: 6.57 eV

Atoms and positions in Å:
C1 2.56146 -2.08175 -1.49150
C2 1.91161 -0.90020 -2.20731
S1 0.83185 0.06840 -1.09175
N1 1.60941 -3.00699 -0.86478
H1 3.11344 -1.62979 -0.66212
H2 3.22103 -2.61180 -2.18439
H3 1.32447 -1.25512 -3.06582
H4 2.67552 -0.22236 -2.59816
H5 1.14292 -3.52425 -1.59645
H6 0.93459 -2.38046 -0.43022
C3 -2.81159 0.66631 2.48585
C4 -1.72732 1.06790 1.52096
C5 -1.52767 2.31601 1.08744
N2 -0.40697 2.76771 0.42162
H7 -3.64830 1.37403 2.45893
H8 -3.20813 -0.33035 2.30207
H9 -2.40013 0.72916 3.49898
H10 -0.97679 0.30989 1.31179
H11 -2.34960 3.01303 1.24151
H12 -0.48889 3.57162 -0.16492
H13 0.21909 2.05901 0.02826



ii) DFT (the ωB97M-V functional and the def2-TZVPD basis) results for a cluster of 2 separate species, C5H13N2S in total.

Summary:
Net charge: -1
LUMO: 3.847 eV
HOMO: -2.88 eV
HOMO-LUMO gap: 6.73 eV

Atoms and positions in Å:
C1 1.73102 -1.88462 1.84591
N1 -0.14462 0.09999 2.35264
C2 0.36292 -0.72532 3.33908
N2 1.29821 -1.63314 3.22339
H1 0.90798 -2.41407 1.31162
H2 2.65764 -2.49767 1.92045
H3 1.95352 -0.93251 1.28912
H4 -0.12762 -0.06326 1.32311
H5 -0.84997 0.76382 2.66923
H6 -0.05973 -0.50667 4.33843
C3 -2.26226 1.49656 -2.81469
C4 -0.80587 1.92465 -2.61436
C5 0.11746 0.72153 -2.54833
S1 0.03804 -0.20056 -0.94405
H7 -2.41171 0.87465 -3.68294
H8 -2.96847 2.36174 -2.98884
H9 -2.53428 0.84966 -1.94401
H10 -0.45435 2.51139 -3.51037
H11 -0.70882 2.50828 -1.71137
H12 1.11322 1.17179 -2.68505
H13 -0.06084 0.11702 -3.50234



iii) DFT (the ωB97M-V functional and the def2-TZVPD basis) results for the ion C5H13N2S with charge -1.

Summary:
Net charge: -1
SMILES: CN(C)C[C@H](N)C[S-]
LUMO: 3.492 eV
HOMO: -2.49 eV
HOMO-LUMO gap: 5.98 eV

Atoms and positions in Å:
N1 -1.66145 1.54214 -0.26346
C1 -0.60109 0.71004 -0.90365
C2 -1.04108 0.19922 -2.28680
S1 -2.64407 -0.67902 -2.28060
C3 -0.18418 -0.47641 -0.00673
N2 1.10808 -0.26791 0.62938
C4 1.04013 0.69482 1.72727
C5 1.75542 -1.52963 0.97413
H1 -1.98997 1.05753 0.56087
H2 -2.44460 1.51839 -0.91269
H3 0.26693 1.36393 -0.97560
H4 -1.16845 1.06078 -2.95425
H5 -0.21739 -0.43706 -2.63074
H6 -0.13696 -1.39248 -0.59825
H7 -0.95581 -0.67812 0.75270
H8 1.43649 0.25423 2.64242
H9 0.01213 0.98737 1.93165
H10 1.61835 1.60130 1.51464
H11 2.22491 -1.92334 0.06364
H12 1.02872 -2.26165 1.32734
H13 2.55387 -1.34413 1.68874



Most stable structure - ii); separation to the second - 1.3 kcal/mol.



i) DFT (the ωB97M-V functional and the def2-TZVPD basis) results for the molecule C4H8O2.

Summary:
SMILES: C[C@H]1O[C@H]1CO
LUMO: 1.037 eV
HOMO: -10.03 eV
HOMO-LUMO gap: 11.07 eV

Atoms and positions in Å:
C1 -0.81608 -0.07285 1.48098
C2 0.53651 -0.26620 0.83646
O1 0.72050 -1.29128 -0.19541
C3 0.65052 0.07725 -0.58047
C4 -0.66732 0.35691 -1.31486
O2 -1.50629 -0.75829 -1.13260
H1 -1.55710 -0.52738 0.81815
H2 -1.06696 0.99624 1.48724
H3 -0.88549 -0.45901 2.49896
H4 1.41527 -0.27181 1.47374
H5 1.56466 0.49641 -0.99188
H6 -0.49560 0.51296 -2.38419
H7 -1.12983 1.27128 -0.91101
H8 -0.84864 -1.45029 -0.85993



ii) DFT (the ωB97M-V functional and the def2-TZVPD basis) results for a cluster of 2 separate species, C4H8O2 in total.

Summary:
SMILES: C=C(C=O)OC.[H][H]
LUMO: 0.300 eV
HOMO: -9.06 eV
HOMO-LUMO gap: 9.36 eV

Atoms and positions in Å:
C1 2.06772 0.10220 -0.16415
O1 1.03165 -0.80837 0.14800
C2 -0.26293 -0.37892 0.17175
C3 -1.18893 -1.33606 0.35196
C4 -0.42190 1.09348 0.49153
O2 -1.29434 1.89047 0.25625
H1 2.83443 -0.47665 -0.68435
H2 1.73703 0.91510 -0.82525
H3 2.48996 0.52775 0.75224
H4 -1.89332 0.27075 -1.49331
H5 -2.23424 -1.26208 0.09528
H6 -0.84231 -2.28532 0.73824
H7 -2.43617 0.37240 -1.00598
H8 0.41334 1.37524 1.16779



Most stable structure - i); separation to the second - 41.1 kcal/mol.



i) DFT (the ωB97M-V functional and the def2-TZVPD basis) results for a cluster of 2 separate species, C4H8O2 in total.

Summary:
SMILES: C=C(C=O)OC.[H][H]
LUMO: 0.142 eV
HOMO: -9.42 eV
HOMO-LUMO gap: 9.56 eV

Atoms and positions in Å:
C1 2.15656 0.03664 -0.18666
O1 1.20024 -0.85987 0.35429
C2 -0.09136 -0.42950 0.42578
C3 -1.09556 -1.30725 0.40475
C4 -0.33992 1.01679 0.69494
O2 -1.40279 1.57016 0.52449
H1 2.95516 -0.58329 -0.59866
H2 1.73110 0.65420 -0.98860
H3 2.57395 0.69112 0.58816
H4 -2.37271 0.62721 -1.31121
H5 -2.12131 -0.97880 0.50806
H6 -0.90068 -2.36867 0.30950
H7 -2.81625 0.36215 -1.84117
H8 0.52356 1.56911 1.11631



ii) DFT (the ωB97M-V functional and the def2-TZVPD basis) results for a cluster of 2 separate species, C4H8O2 in total.

Summary:
SMILES: CC=O.CC=O
LUMO: 0.868 eV
HOMO: -9.39 eV
HOMO-LUMO gap: 10.25 eV

Atoms and positions in Å:
O1 -1.75692 -0.60104 2.85807
C1 -1.00182 0.06937 2.16210
C2 -1.35458 1.42954 1.67078
H1 0.00451 -0.33479 1.89439
H2 -1.30371 1.43126 0.56896
H3 -0.60843 2.14334 2.05853
H4 -2.35840 1.76879 1.97715
O2 -0.06278 -0.54173 -0.58656
C3 0.36033 -0.91654 -1.67100
C4 1.82624 -0.80225 -2.08557
H5 -0.33113 -1.44989 -2.36749
H6 2.28895 -1.67086 -2.58361
H7 2.37361 -0.60069 -1.14942
H8 1.92413 0.07550 -2.74631



Most stable structure - ii); separation to the second - 35.9 kcal/mol.